1.
Entry from OMol25: a cluster of 2 separate species, C6H14N2O2 in total at a distorted geometry (wB97M-V/def2-TZVPD).

```
! RIJCOSX wB97M-V def2-TZVPD def2/J DEFGRID3
* xyz 0 1
C 0.3855 -2.3476 2.6229
N 0.9386 -2.1352 1.2821
C 0.3461 -1.6617 0.1912
C 1.0867 -1.5455 -1.1069
O -0.8378 -1.3964 0.1823
H -0.0538 -3.3999 2.7019
H 1.2012 -2.1654 3.2367
H -0.5469 -1.7688 2.6884
H 1.9188 -2.5292 1.2158
H 2.1692 -1.4247 -1.0841
H 0.7939 -2.5278 -1.6760
H 0.6612 -0.6032 -1.5891
C -1.7388 2.1081 -2.2635
N -0.9801 1.4607 -1.2189
C -0.4719 2.3217 -0.2863
C 0.3906 1.8034 0.7675
O -0.6698 3.4889 -0.2915
H -1.0727 1.9614 -3.1973
H -2.6412 1.5392 -2.3869
H -1.7415 3.1686 -2.0872
H -1.0043 0.3288 -1.1090
H 1.4445 2.1726 0.6263
H 0.2263 2.4484 1.6286
H 0.1964 0.7035 1.1530
*
```

ΔE to the lowest compared entry with this formula, charge and spin   49.3 kcal/mol
HOMO energy   -0.3303 Ha

2.
Entry from OMol25: a cluster of 2 separate species, C6H14N2O2 in total at a distorted geometry (wB97M-V/def2-TZVPD).

```
! RIJCOSX wB97M-V def2-TZVPD def2/J DEFGRID3
* xyz 0 1
C -2.3024 5.7577 -1.9469
N -1.5849 4.4774 -1.6544
C -2.4419 3.2553 -1.4216
C -0.2606 4.5231 -1.6242
O 0.3771 3.5443 -1.3680
H -2.5123 6.3617 -1.0483
H -3.2617 5.4555 -2.3998
H -1.7531 6.3830 -2.6707
H -3.2812 3.5594 -0.7737
H -1.9418 2.3851 -0.9642
H -2.8462 2.9533 -2.4024
H 0.2112 5.5125 -1.8392
C 2.1005 -5.2753 2.8573
N 1.6505 -4.5875 1.6524
C 2.3031 -3.3038 1.2064
C 0.7551 -5.0853 0.7566
O 0.1520 -6.1891 0.8298
H 2.1610 -6.3459 2.5991
H 1.3475 -5.1474 3.6531
H 3.0808 -4.9510 3.2452
H 2.2108 -3.0167 0.1455
H 3.3716 -3.3013 1.4799
H 1.7808 -2.5516 1.8212
H 0.6842 -4.4133 -0.1329
*
```

ΔE to the lowest compared entry with this formula, charge and spin   53.0 kcal/mol
HOMO energy   -0.3399 Ha

3.
Entry from OMol25: a cluster of 2 separate species, C6H14N2O2 in total at a distorted geometry (wB97M-V/def2-TZVPD).

```
! RIJCOSX wB97M-V def2-TZVPD def2/J DEFGRID3
* xyz 1 2
C -2.2343 -1.3094 -2.2119
C 0.4420 -2.8524 0.0721
C -0.8910 -1.4282 -1.3979
O 0.1064 -0.7927 -1.6174
N -0.7673 -2.5999 -0.5946
H -3.0145 -1.2337 -1.5313
H -1.3341 -3.4092 -0.6634
H 1.1687 -1.9570 0.2817
H -2.4046 -0.4901 -2.9141
H -2.4281 -2.1183 -2.7664
H 0.1248 -3.2366 0.9901
H 1.1019 -3.4461 -0.5688
C 2.1714 2.5526 -0.0638
C -0.2944 0.4479 1.9041
C 0.2120 1.8484 1.5391
O 0.1835 2.8417 2.2041
N 0.8969 1.8565 0.3268
H 0.9330 0.8857 -0.2748
H 2.2304 3.4765 0.3835
H -0.6636 -0.2145 1.1210
H 2.9965 1.8869 0.2740
H 2.0578 2.4703 -1.1454
H 0.6436 0.0138 2.2666
H -1.0718 0.6309 2.6781
*
```

ΔE to the lowest compared entry with this formula, charge and spin   57.2 kcal/mol
Expectation value of S²   0.77
HOMO energy (spin up / spin down)   -0.4759 / -0.4758 Ha

4.
Entry from OMol25: a cluster of 2 separate species, C6H14N2O2 in total at a distorted geometry (wB97M-V/def2-TZVPD).

```
! RIJCOSX wB97M-V def2-TZVPD def2/J DEFGRID3
* xyz 1 2
C 1.5221 -1.8298 -1.7880
C -0.5300 1.1575 -2.8794
C 0.5710 -0.6791 -1.6841
O 0.1865 -0.2567 -0.5841
N 0.1826 -0.1254 -2.8339
H 1.4726 -2.5083 -0.9349
H 0.6495 -0.3988 -3.6838
H -0.4284 1.6286 -1.9038
H 1.3173 -2.5686 -2.5620
H 2.5237 -1.4486 -1.9911
H -0.1190 1.8139 -3.6304
H -1.5781 0.9346 -3.0219
C -1.1120 -1.3254 2.7486
C 0.3350 2.0237 1.8712
C -0.6992 1.0548 2.4097
O -1.4001 1.3081 3.3534
N -0.6878 -0.2670 1.8962
H -0.1783 -0.4578 1.0061
H -1.2357 -2.2400 2.1971
H 1.0270 2.1805 2.6923
H -0.3810 -1.4999 3.5455
H -2.0673 -1.0475 3.2082
H 0.8442 1.6493 0.9965
H -0.2147 2.9021 1.5726
*
```

ΔE to the lowest compared entry with this formula, charge and spin   3.4 kcal/mol
Expectation value of S²   0.77
HOMO energy (spin up / spin down)   -0.5054 / -0.5052 Ha

5.
Entry from OMol25: a cluster of 2 separate species, C6H14N2Si2 in total at a distorted geometry (wB97M-V/def2-TZVPD).

```
! RIJCOSX wB97M-V def2-TZVPD def2/J DEFGRID3
* xyz 0 3
C -0.9572 -3.1944 -1.8980
C 0.1644 -2.8223 -2.0363
C -1.6621 2.9667 -0.4633
C -1.2229 1.8062 0.3952
C -1.1185 0.5100 -0.4190
C -0.3329 -0.5975 0.1959
N 3.1623 -0.6185 1.0166
N 0.8543 -0.4620 0.7056
Si 1.9259 -1.6459 1.5762
Si 2.1527 0.5876 0.0281
H -1.9455 -3.4270 -2.1578
H -2.4770 2.5562 -1.1950
H -2.0637 3.6673 0.1505
H -0.7791 3.1943 -0.9590
H -0.3122 2.0416 0.8040
H -2.0215 1.6659 1.0585
H -2.2136 0.2352 -0.7577
H -0.5281 0.8057 -1.4306
H 1.1642 -2.5471 -1.7965
H -0.8994 -1.5127 0.2743
H 3.8233 -0.2209 1.6311
H 1.2122 -2.8979 1.1152
H 2.0729 -1.7106 3.1619
H 2.0013 1.6199 1.0001
*
```

ΔE to the lowest compared entry with this formula, charge and spin   14.5 kcal/mol
Expectation value of S²   2.01
HOMO energy (spin up / spin down)   -0.1960 / -0.3523 Ha

6.
Entry from OMol25: a cluster of 2 separate species, C6H14N3 in total at a distorted geometry (wB97M-V/def2-TZVPD).

```
! RIJCOSX wB97M-V def2-TZVPD def2/J DEFGRID3
* xyz 1 1
C -3.4622 0.4060 -0.1610
C 0.9287 0.9938 -0.6599
C 2.4659 0.6612 -0.4059
C 1.3762 -0.1220 0.1622
C 3.3598 1.6391 0.4118
C -1.9760 -2.0600 -0.3977
N -2.2432 0.2852 0.2622
N -1.3553 -0.7186 0.0437
N 1.0956 -1.1206 0.8901
H -4.1659 1.2487 0.0756
H -3.8756 -0.3220 -0.8677
H 0.6127 1.8454 -0.2095
H 0.4565 0.6730 -1.6135
H 3.0163 0.3031 -1.2250
H 3.8781 2.2636 -0.2800
H 3.8550 0.9102 1.0337
H 2.7946 2.1023 1.1966
H -2.2821 -2.1859 -1.4768
H -1.1055 -2.7317 -0.1459
H -2.7803 -2.1822 0.2747
H -0.4374 -0.9041 0.6141
H -1.9998 0.7627 1.1394
H 1.8439 -1.7474 1.3389
*
```

ΔE to the lowest compared entry with this formula, charge and spin   113.1 kcal/mol
HOMO energy (spin up / spin down)   -0.4858 / -0.4858 Ha

7.
Entry from OMol25: the ion C6H14N3 with charge +1 at a distorted geometry (wB97M-V/def2-TZVPD).

```
! RIJCOSX wB97M-V def2-TZVPD def2/J DEFGRID3
* xyz 1 1
C 1.6068 1.2908 2.5019
N 0.7441 0.7520 1.7701
N 0.4582 0.7132 0.5265
C 1.1402 1.4715 -0.4876
C -0.8390 -0.4320 0.1801
N -1.2407 -0.8142 1.4315
C -1.7997 -0.1537 -0.9271
C -0.7560 -1.2889 -1.0366
C 0.2936 -1.2822 -2.0891
H 1.4165 1.1902 3.5343
H 2.4982 1.8655 2.1268
H -0.1167 0.0468 2.1750
H 1.4833 2.5395 -0.2062
H 2.0975 0.9692 -0.8828
H 0.4594 1.4768 -1.3715
H -2.2194 -0.6818 1.5263
H -0.9118 -1.7471 1.7091
H -1.8529 0.6433 -1.6911
H -2.8725 -0.4573 -0.5768
H -1.2028 -2.3124 -0.9566
H 0.4978 -0.3262 -2.5327
H -0.1742 -1.7952 -2.9748
H 1.2902 -1.6678 -1.7488
*
```

ΔE to the lowest compared entry with this formula, charge and spin   93.9 kcal/mol
HOMO energy   -0.4715 Ha

8.
Entry from OMol25: the ion C6H14N3 with charge +1 at a distorted geometry (wB97M-V/def2-TZVPD).

```
! RIJCOSX wB97M-V def2-TZVPD def2/J DEFGRID3
* xyz 1 1
C -2.7954 0.2796 -0.4278
N -1.4466 0.3695 0.0474
C -0.9166 1.4701 0.5415
C 0.4185 1.5468 0.5209
N 0.9539 0.2619 0.0900
C 1.9575 -0.1684 1.0630
C 1.6382 0.4031 -1.1749
C -0.4820 -0.6674 -0.2938
N -0.8549 -1.8025 0.3415
H -2.6687 0.3970 -1.4867
H -3.1479 -0.7295 -0.3675
H -3.6653 0.8022 0.0858
H -1.5840 2.2216 0.8599
H 1.1694 2.1445 0.9992
H 2.1294 0.6025 1.8518
H 1.5939 -1.0948 1.5385
H 2.9363 -0.2452 0.5340
H 2.2770 -0.5077 -1.4057
H 1.0149 0.5340 -2.0514
H 2.4481 1.1289 -1.1638
H -0.2694 -0.6895 -1.3623
H -0.3485 -2.6361 0.3143
H -1.0369 -1.5471 1.2920
*
```

ΔE to the lowest compared entry with this formula, charge and spin   57.7 kcal/mol
HOMO energy   -0.4496 Ha

9.
Entry from OMol25: the ion C6H14N4 with charge +2 at a distorted geometry (wB97M-V/def2-TZVPD).

```
! RIJCOSX wB97M-V def2-TZVPD def2/J DEFGRID3
* xyz 2 1
C 1.4591 -0.3718 1.7977
C 0.4616 -0.4643 0.8219
C -0.3906 1.3081 2.1002
C -0.7249 0.2988 1.1107
C -0.7614 0.2224 -1.5009
C 1.2020 -0.8678 -2.4925
N 0.2201 -0.7006 -1.4461
N -2.1625 -0.2336 -1.4893
N 0.7804 0.5847 2.7936
N 0.4388 -1.3410 -0.1843
H 2.4324 -0.6598 1.8986
H 0.0720 2.2353 1.7739
H -1.1943 1.5900 2.8406
H -1.6754 -0.0786 1.1756
H -0.4711 0.8981 -2.2839
H 2.2429 -0.6922 -2.1709
H 0.8628 -1.8426 -2.8741
H 0.9343 0.0199 -3.1001
H -2.4630 -1.1799 -1.7814
H -2.5502 -0.1288 -0.4690
H 0.3396 0.0863 3.4878
H 1.4299 1.2994 3.3266
H 1.1948 -2.0274 -0.0037
H -2.6738 0.4378 -1.9832
*
```

ΔE to the lowest compared entry with this formula, charge and spin   165.5 kcal/mol
HOMO energy (spin up / spin down)   -0.5865 / -0.5730 Ha

10.
Entry from OMol25: a cluster of 2 separate species, C6H14N4 in total at a distorted geometry (wB97M-V/def2-TZVPD).

```
! RIJCOSX wB97M-V def2-TZVPD def2/J DEFGRID3
* xyz 2 1
C 0.1845 -2.4321 0.8453
C 0.9345 -1.1867 0.8465
C -3.2288 0.2385 -0.1428
C 1.9373 0.9167 0.1208
C 0.2374 -0.1965 -1.3619
C 1.0929 -0.2088 -0.0767
N -3.7798 0.9713 -0.9865
N 1.7935 1.6456 1.2555
N -2.7792 -0.2598 0.8179
N 2.6779 1.3631 -0.8580
H -0.6433 -2.3333 1.5739
H 0.9756 -3.0716 1.1554
H 1.5853 -0.9839 1.7561
H -0.8335 -0.0820 -1.0498
H 0.2618 -0.9611 -2.0959
H 0.4674 0.8296 -1.7180
H -4.5035 1.5905 -0.6895
H -3.4706 0.9651 -1.9800
H 1.2901 1.3736 2.1073
H 2.5225 2.3548 1.5360
H -0.2266 -2.5715 -0.1523
H -2.5981 -0.8921 1.5219
H 2.9410 0.7142 -1.6060
H 3.1615 2.2167 -0.8190
*
```

ΔE to the lowest compared entry with this formula, charge and spin   51.1 kcal/mol
HOMO energy   -0.6191 Ha